1.
ORCA calculation (ωB97M-V/def2-TZVPD) on 2 unconnected molecules or ions with the total composition C6H7PS in a non-equilibrium geometry.

Calculated total energy   -972.30232 a.u.
LUMO level   -0.525 eV
Orbital gap   8.3 eV

Structure (ORCA input):
```
! wB97M-V def2-TZVPD RIJCOSX def2/J DEFGRID3
* xyz 0 1
C -1.939 0.008 0.417
C -1.359 1.265 0.334
C -1.150 -1.131 0.373
C 0.014 1.389 0.223
C 0.222 -1.017 0.249
C 0.802 0.245 0.185
P 2.595 0.420 0.099
S 3.384 1.714 1.278
H -3.009 -0.081 0.516
H -1.978 2.148 0.364
H -1.602 -2.109 0.438
H 0.482 2.362 0.175
H 0.848 -1.898 0.207
H 2.961 0.654 -1.952
H 3.060 -0.895 0.213
*
```

Mulliken atomic charge list, values in e, 8 entries: atom 1 (C): -0.441, atom 2 (C): -0.492, atom 3 (C): -0.514, atom 4 (C): -0.454, atom 5 (C): -0.425, atom 6 (C): 0.790, atom 7 (P): 0.105, atom 8 (S): -0.342


2.
ORCA calculation (ωB97M-V/def2-TZVPD) on 15 unconnected molecules or ions with the total composition C7H42O14 in a non-equilibrium geometry.

Calculated total energy   -1345.17643 a.u.
LUMO level   0.135 eV
Orbital gap   9.6 eV

Structure (ORCA input):
```
! wB97M-V def2-TZVPD RIJCOSX def2/J DEFGRID3
* xyz 0 1
C -2.225 -0.484 -0.356
C -1.021 -0.130 0.512
C -0.595 1.292 0.116
C 0.557 1.787 0.958
C 1.817 1.982 0.563
C 0.153 2.251 2.355
C 0.009 3.770 2.315
H -2.800 -1.416 -0.213
H -1.957 -0.722 -1.379
H -2.927 0.324 -0.163
H -1.171 -0.066 1.590
H -0.172 -0.811 0.440
H -0.335 1.369 -0.948
H -1.390 2.044 0.161
H 2.045 1.678 -0.444
H 2.504 2.396 1.286
H 0.955 1.826 2.968
H -0.700 1.668 2.667
H -0.535 4.156 3.171
H 1.022 4.180 2.355
H -0.298 4.086 1.320
H -0.384 3.443 -3.635
H -1.831 2.866 -3.842
O -1.142 3.045 -3.201
H 0.265 0.707 -3.034
H -0.168 0.896 -4.558
O -0.423 0.549 -3.703
H 1.861 -0.127 1.000
H 2.635 0.034 2.250
O 1.997 -0.572 1.857
H -2.893 1.330 1.714
H -3.653 1.735 2.856
O -3.101 2.152 2.168
H -1.550 -2.391 2.829
H -2.539 -2.873 1.656
O -1.807 -3.117 2.249
H -2.372 -0.095 3.806
H -0.923 -0.933 3.642
O -1.845 -0.744 3.334
H 2.550 -2.044 -3.394
H 2.286 -2.516 -1.973
O 2.940 -2.022 -2.504
H -0.577 -4.286 -0.725
H -0.933 -3.676 0.650
O -0.300 -3.607 -0.094
H 0.641 -2.657 3.669
H 1.192 -1.317 3.392
O 0.494 -1.730 3.926
H -2.358 0.167 -3.459
H -2.345 1.253 -2.460
O -2.949 0.677 -2.895
H 2.009 -1.359 0.444
H 1.111 -2.495 -0.066
O 1.905 -1.964 -0.305
H -0.063 -3.144 -3.895
H -0.135 -1.607 -3.859
O 0.422 -2.351 -4.142
H 3.637 -0.918 -1.124
H 4.154 -1.802 -0.105
O 4.098 -0.842 -0.274
H 2.583 1.021 -2.062
H 2.513 -0.369 -2.725
O 2.063 0.504 -2.683
*
```

Mulliken atomic charge list, values in e, 8 entries: atom 1 (C): -1.408, atom 2 (C): 2.369, atom 3 (C): 0.428, atom 4 (C): -0.080, atom 5 (C): -0.353, atom 6 (C): -0.580, atom 7 (C): -1.316, atom 8 (H): 0.327


3.
ORCA calculation (ωB97M-V/def2-TZVPD) on a molecular structure, C21H28CuF5O2 in a non-equilibrium geometry.

Calculated total energy   -3107.14901 a.u.
LUMO level (spin up / spin down)   2.605 / 2.576 eV
Orbital gap (spin up / spin down)   5.8 / 5.6 eV

Structure (ORCA input):
```
! wB97M-V def2-TZVPD RIJCOSX def2/J DEFGRID3
* xyz -1 2
O -2.792 1.689 -0.878
C -4.167 2.234 -0.832
C -4.455 1.796 -2.282
H -4.126 3.313 -0.629
H -4.783 1.706 -0.087
C -3.136 0.969 -2.099
H -4.338 2.638 -2.971
H -5.356 1.190 -2.428
C -2.050 1.095 -3.158
H -1.176 1.640 -2.775
H -2.428 1.588 -4.061
H -1.718 0.086 -3.439
C -3.480 -0.472 -1.736
H -4.155 -0.495 -0.864
H -2.567 -1.043 -1.518
H -3.988 -0.968 -2.572
Cu 1.293 -0.853 0.762
C -0.760 -3.754 2.133
C 0.129 -3.021 2.952
C -0.050 -1.625 2.671
H 0.785 -3.438 3.713
C -0.962 -1.519 1.565
C -1.413 -2.841 1.264
H -2.172 -3.126 0.541
H -0.931 -4.831 2.170
H 0.228 -0.797 3.310
H -1.336 -0.598 1.131
C 1.773 -3.434 -0.005
C 0.663 -3.377 -0.874
C 0.749 -2.200 -1.641
H -0.110 -4.141 -0.917
C 1.882 -1.452 -1.186
C 2.556 -2.249 -0.168
H 3.591 -2.107 0.147
H 2.022 -4.250 0.665
H 0.124 -1.930 -2.479
H 2.346 -0.598 -1.662
O 1.689 1.519 0.241
C 0.977 2.073 -0.886
C 1.078 3.610 -0.852
H -0.053 1.696 -0.820
H 1.435 1.730 -1.835
C 2.056 3.938 0.277
H 0.085 4.044 -0.700
H 1.507 3.981 -1.791
C 2.484 2.590 0.826
H 1.607 4.535 1.074
H 2.935 4.474 -0.088
H 2.354 2.589 1.906
H 3.547 2.394 0.627
F 3.650 0.297 1.341
C 2.662 -0.240 2.151
F 1.983 0.778 2.818
C 3.407 -1.034 3.225
F 3.851 -2.242 2.781
F 4.474 -0.313 3.662
F 2.581 -1.244 4.280
*
```

Mulliken atomic charge list, values in e, 8 entries: atom 1 (O): -0.424, atom 2 (C): -0.574, atom 3 (C): -0.827, atom 4 (H): 0.302, atom 5 (H): 0.232, atom 6 (C): 1.809, atom 7 (H): 0.364, atom 8 (H): 0.287


4.
ORCA calculation (ωB97M-V/def2-TZVPD) on 2 unconnected molecules or ions with the total composition C3H10NO2S2 in a non-equilibrium geometry.

Calculated total energy   -1121.66403 a.u.
LUMO level   -3.383 eV
Orbital gap   9.7 eV

Structure (ORCA input):
```
! wB97M-V def2-TZVPD RIJCOSX def2/J DEFGRID3
* xyz 1 1
N 0.211 -0.851 -0.986
C 0.329 -0.276 0.414
C -0.033 -1.438 1.349
O -0.245 -2.530 0.891
C -0.631 0.889 0.561
S -0.201 2.106 1.874
S -0.463 1.105 3.651
H 0.834 -0.428 -1.685
H 0.425 -1.827 -0.889
H -0.742 -0.752 -1.307
H 1.348 0.050 0.552
H -0.112 -1.235 2.412
H -0.452 1.581 -0.260
H -1.700 0.697 0.620
H -1.726 1.407 4.002
H 1.095 -0.183 -4.085
H 1.099 1.266 -3.782
O 0.962 0.417 -3.333
*
```

Mulliken atomic charge list, values in e, 8 entries: atom 1 (N): -0.228, atom 2 (C): 0.071, atom 3 (C): 0.246, atom 4 (O): -0.465, atom 5 (C): -1.043, atom 6 (S): 0.024, atom 7 (S): -0.231, atom 8 (H): 0.348


5.
ORCA calculation (ωB97M-V/def2-TZVPD) on a molecular structure, C17H23I2MgN2PS in a non-equilibrium geometry.

Calculated total energy   -2305.66353 a.u.
LUMO level   -6.265 eV
Orbital gap   8.2 eV

Structure (ORCA input):
```
! wB97M-V def2-TZVPD RIJCOSX def2/J DEFGRID3
* xyz 2 1
Mg 0.095 -1.170 0.457
I -0.278 -2.242 3.527
C -1.425 -3.906 2.782
I -1.731 -3.852 0.641
H -2.400 -3.892 3.266
H -0.886 -4.820 3.021
C -2.505 0.554 2.182
P -1.755 0.486 0.515
C -0.971 2.111 0.380
C 0.400 2.231 0.587
C 0.997 3.479 0.575
C 0.223 4.610 0.361
C -1.143 4.495 0.156
C -1.746 3.250 0.169
C -3.123 0.422 -0.671
C -4.310 -0.235 -0.350
C -5.325 -0.314 -1.287
C -5.160 0.246 -2.544
C -3.972 0.884 -2.872
C -2.946 0.961 -1.947
H -2.970 -0.393 2.458
H -3.258 1.345 2.201
H -1.725 0.787 2.911
H 1.003 1.331 0.765
H 2.061 3.575 0.729
H 0.686 5.584 0.364
H -1.742 5.375 -0.021
H -2.810 3.155 0.002
H -4.452 -0.672 0.629
H -6.244 -0.821 -1.038
H -5.954 0.181 -3.270
H -3.846 1.313 -3.853
H -2.018 1.457 -2.206
C 5.124 -0.464 -1.631
N 3.991 -0.830 -0.797
C 3.832 -1.914 -0.047
S 2.365 -2.142 0.830
N 4.712 -2.882 0.151
C 6.077 -3.060 -0.312
H 4.908 0.488 -2.104
H 5.282 -1.200 -2.417
H 6.030 -0.352 -1.041
H 3.219 -0.177 -0.784
H 4.391 -3.593 0.797
H 6.135 -3.017 -1.398
H 6.407 -4.047 0.006
H 6.753 -2.325 0.127
*
```

Mulliken atomic charge list, values in e, 8 entries: atom 1 (Mg): 0.220, atom 2 (I): 0.134, atom 3 (C): -0.839, atom 4 (I): 0.229, atom 5 (H): 0.441, atom 6 (H): 0.484, atom 7 (C): -1.354, atom 8 (P): 0.900


6.
ORCA calculation (ωB97M-V/def2-TZVPD) on a molecular structure, C21H34N4O2S in a non-equilibrium geometry.

Calculated total energy   -1587.59211 a.u.
LUMO level   0.449 eV
Orbital gap   8.2 eV

Structure (ORCA input):
```
! wB97M-V def2-TZVPD RIJCOSX def2/J DEFGRID3
* xyz 0 1
C 3.341 -3.970 -3.993
C 3.550 -4.683 -2.727
H 4.581 -4.774 -2.484
H 3.185 -5.769 -2.864
O 2.984 -4.086 -1.826
C 1.867 -4.401 -1.443
O 1.308 -5.113 -2.107
N 1.246 -3.856 -0.306
C 2.021 -2.830 0.367
H 3.121 -2.778 0.131
C 1.528 -1.535 0.157
H 1.984 -0.766 0.572
H 1.656 -1.106 -1.224
C 0.032 -1.351 0.417
N -0.642 -0.063 -0.087
C -0.883 0.770 0.977
N -1.365 2.152 0.514
C -1.905 3.044 1.379
C -1.635 3.316 2.758
C -1.963 4.305 3.510
C -3.174 4.998 2.844
C -3.437 4.677 1.735
C -3.040 3.711 0.980
C -3.445 3.443 -0.409
H -4.119 2.255 -0.575
H -2.937 3.770 -1.228
H -4.467 4.181 -0.821
H -4.506 5.289 1.374
H -3.430 5.835 3.482
C -1.461 4.672 4.814
H -2.183 5.286 5.378
H -1.594 3.650 5.301
H -0.495 4.968 4.779
H -0.656 2.799 2.930
H -1.484 2.206 -0.453
S -1.209 0.173 2.735
C -0.615 0.381 -1.450
H -0.002 -0.410 -1.852
H -1.420 0.741 -1.691
C 0.757 1.322 -1.542
N 1.892 1.013 -2.288
C 3.275 1.465 -1.964
H 3.300 1.499 -1.060
H 3.101 2.645 -2.540
H 3.805 0.883 -2.601
C 1.465 0.920 -3.750
H 0.628 0.368 -3.975
H 1.470 1.951 -4.284
H 2.226 0.150 -4.188
H 0.335 2.198 -2.175
H 0.942 1.805 -0.643
C -0.771 -2.501 -0.344
H -1.945 -2.385 0.004
H -0.567 -2.274 -1.442
C -0.009 -3.646 0.106
H -0.389 -4.608 -0.291
H -0.218 -3.958 1.042
H -0.024 -1.489 1.399
H 1.950 -2.926 1.591
H 3.959 -4.304 -4.718
H 3.551 -2.936 -4.036
H 2.274 -3.967 -4.158
*
```

Mulliken atomic charge list, values in e, 8 entries: atom 1 (C): -1.447, atom 2 (C): -0.200, atom 3 (H): 0.374, atom 4 (H): 0.323, atom 5 (O): -0.418, atom 6 (C): 0.803, atom 7 (O): -0.557, atom 8 (N): 0.309


Q: What is the formula in the third record?
A: C21H28CuF5O2


Q: What is the formula in the second record?
A: C7H42O14